26
Properties=species:S:1:pos:R:3 method="wB97M-V/def2-TZVPD" gap_ev=8.8 total_energy_ev=-13555.4445 homo_ev=-8.2 relative_energy_ev=2.707
O 0.169 -1.685 0.682
O -1.550 0.646 -2.221
N -1.114 0.999 1.185
N 1.571 1.250 0.375
C -1.760 0.603 0.165
C 0.861 -1.154 -0.427
C -2.664 -0.587 0.103
C -1.702 1.464 -1.073
C 2.894 -0.636 1.087
C 2.040 -0.033 -0.023
H 0.116 -0.764 -1.122
H 0.817 -2.054 1.291
H 1.244 1.762 -0.439
H 2.329 -0.690 2.018
H -1.446 1.209 -2.995
H -2.335 -1.349 0.804
H -0.878 2.187 -0.971
H 0.659 1.156 0.993
H -1.299 0.460 2.028
H -2.651 2.030 -1.130
H -3.679 -0.280 0.372
H 3.760 -0.002 1.262
H 2.629 0.056 -0.942
H 1.418 -1.947 -0.944
H 3.237 -1.635 0.822
H -2.666 -1.006 -0.900